DFT (the ωB97M-V functional and the def2-TZVPD basis) results for the molecule C22H22N4O2 at a distorted geometry.

* HOMO-LUMO gap: 0.3148 Ha
* M: 374.44 g/mol
* HOMO energy: -7.91 eV
* energy relative to the best compared isomer or geometry (same formula, charge and spin): 348.5 kJ/mol
* structure (SMILES): COc1cccc(-c2nn(-c3ccccc3)cc2CN(C)Cc2ccon2)c1

The geometry in XYZ format:
```
50
Properties=species:S:1:pos:R:3:forces:R:3:mulliken_charge:R:1
C -3.482189 -3.140989 -1.035155 -0.1 0.1 -0.1 -0.652
O -2.660409 -4.143297 -0.492750 0.3 -0.2 0.1 -0.512
C -1.406857 -3.795562 -0.072487 0.1 -0.2 0.1 0.833
C -0.626124 -4.839427 0.424845 -0.2 0.0 -0.1 -0.546
C 0.661890 -4.593737 0.856962 -0.1 0.0 0.0 -0.553
C 1.186349 -3.315278 0.806411 0.0 0.2 0.0 -0.853
C 0.408392 -2.266610 0.324395 0.0 -0.6 0.1 0.147
C 0.971698 -0.924654 0.269887 0.3 0.8 -0.1 0.236
N 2.275804 -0.751808 0.126389 0.1 -0.6 -0.1 -1.144
N 2.502384 0.563393 0.121315 -1.0 0.0 0.2 0.908
C 3.802093 1.051405 -0.023953 0.9 0.2 -0.1 1.224
C 4.841486 0.138744 -0.193132 -0.2 0.0 0.0 -0.563
C 6.138969 0.587503 -0.337326 0.0 0.1 0.0 -0.590
C 6.416143 1.945150 -0.315607 0.1 0.1 0.0 -0.477
C 5.383650 2.852051 -0.148253 0.1 0.0 0.0 -0.733
C 4.079700 2.415017 -0.002280 -0.2 -0.2 0.0 -0.459
C 1.343539 1.252908 0.270831 -0.2 -0.3 0.0 -0.495
C 0.322726 0.338712 0.369623 0.2 0.1 0.1 -0.147
C -1.111955 0.666540 0.614949 0.1 0.0 0.1 -1.160
N -1.951648 0.455701 -0.564986 -0.1 0.2 0.0 0.225
C -1.484267 1.198279 -1.720128 0.1 0.0 -0.1 -1.190
C -3.350200 0.682264 -0.283489 0.2 -0.2 0.0 -1.107
C -3.783060 2.079790 0.057517 -0.4 0.5 0.1 0.682
C -5.128073 2.495969 0.268553 0.1 0.6 0.1 -0.642
C -5.012697 3.821696 0.545866 -0.2 -0.8 -0.2 -0.460
O -3.728498 4.181676 0.508245 -0.4 0.5 0.2 -0.322
N -2.975476 3.095267 0.205033 0.8 -0.7 -0.2 -0.137
C -0.890920 -2.508086 -0.118195 -0.2 -0.1 0.0 -0.105
H -3.024428 -2.675180 -1.913678 0.0 0.0 0.0 0.295
H -4.403692 -3.642014 -1.329404 0.0 0.1 0.0 0.324
H -3.710050 -2.365640 -0.296827 0.0 0.0 0.0 0.198
H -1.050002 -5.830907 0.453813 0.0 -0.1 0.0 0.447
H 1.261522 -5.408739 1.235051 0.0 -0.1 0.0 0.371
H 2.192308 -3.111742 1.136571 0.1 0.0 0.1 0.455
H 4.602456 -0.912216 -0.208618 0.0 -0.1 0.0 0.383
H 6.938986 -0.125685 -0.468269 0.0 -0.1 0.0 0.367
H 7.431053 2.295071 -0.428445 0.1 0.0 0.0 0.382
H 5.592503 3.911470 -0.129754 0.0 0.1 0.0 0.359
H 3.290291 3.137871 0.128823 -0.1 0.1 0.0 0.269
H 1.299980 2.321824 0.302523 0.0 0.2 0.0 0.452
H -1.497626 0.013054 1.405406 0.0 0.1 0.0 0.502
H -1.174073 1.710836 0.955054 0.0 -0.2 0.1 0.636
H -1.452194 2.279472 -1.541199 0.0 0.0 -0.1 0.362
H -0.484754 0.850075 -1.975454 0.0 0.0 -0.1 0.338
H -2.146979 0.995474 -2.560940 0.0 0.0 -0.1 0.379
H -3.639001 0.035003 0.554194 0.0 0.0 -0.1 0.380
H -3.927557 0.361562 -1.159502 0.0 0.0 0.1 0.532
H -6.013004 1.898154 0.218537 -0.2 -0.1 0.0 0.390
H -5.727637 4.585910 0.775973 -0.1 0.2 0.0 0.468
H -1.462822 -1.683035 -0.511379 -0.1 0.1 -0.1 0.302
```
Positions in Å, forces in eV/Å.